Molecular formula: C29H31Br2MoN5O2PSe
Method: DFT, wB97M-V/def2-TZVPD

Last column: Mulliken charge in e.
Cartesian coordinates (Å):
Mo 0.720 -0.718 -1.056  0.11
N 2.722 -0.493 -0.061  1.02
C 2.839 0.211 1.228  0.41
C 4.000 0.091 1.978  -0.55
C 4.112 0.816 3.153  -0.75
C 3.082 1.663 3.565  -0.86
C 1.928 1.760 2.811  0.01
C 1.799 1.007 1.646  -0.46
P 0.372 1.101 0.557  1.96
C -1.096 0.856 1.603  0.88
C -1.008 0.233 2.849  -0.87
C -2.149 0.033 3.617  -0.87
C -3.386 0.464 3.155  -0.85
C -3.484 1.085 1.916  -1.17
C -2.348 1.268 1.138  -0.92
C 0.373 2.864 0.093  0.77
C -0.528 3.806 0.589  -0.27
C -0.391 5.149 0.247  -0.74
C 0.643 5.558 -0.582  -0.63
C 1.560 4.627 -1.058  -0.88
C 1.424 3.290 -0.724  -0.74
H 3.115 -1.419 0.088  -0.51
H 3.369 -0.061 -0.719  -0.09
H 4.802 -0.562 1.647  0.54
H 5.012 0.728 3.749  0.45
H 3.191 2.251 4.470  0.47
H 1.123 2.417 3.125  0.54
H -0.042 -0.074 3.234  0.64
H -2.068 -0.434 4.593  0.51
H -4.270 0.332 3.768  0.47
H -4.446 1.441 1.563  0.58
H -2.431 1.773 0.182  1.18
H -1.326 3.513 1.257  0.51
H -1.090 5.877 0.640  0.45
H 0.743 6.604 -0.849  0.41
H 2.385 4.949 -1.683  0.45
H 2.158 2.576 -1.078  0.39
Br 4.367 0.171 -3.103  -0.03
C 2.849 0.489 -4.214  -0.67
Br 1.212 0.893 -3.259  0.12
H 2.656 -0.389 -4.808  0.37
H 3.038 1.366 -4.812  0.46
Se 2.645 -3.370 -1.544  -0.01
C 3.797 -3.215 -0.135  -0.01
N 4.434 -2.947 0.801  -0.50
C -0.985 -3.876 -2.253  -0.77
C -0.109 -3.119 -3.207  0.41
N -0.077 -3.556 -4.468  -0.34
O 0.587 -2.140 -2.878  -0.39
H -1.982 -4.029 -2.671  0.42
H -1.048 -3.342 -1.316  -0.10
H -0.542 -4.856 -2.063  0.43
H -0.587 -4.374 -4.755  0.21
H 0.538 -3.118 -5.135  0.24
O -1.174 -0.457 -1.878  -0.34
N -2.464 -0.456 -1.469  0.26
C -3.292 0.390 -2.093  -0.17
C -4.632 0.396 -1.775  -0.71
C -5.113 -0.484 -0.818  -0.29
C -4.228 -1.345 -0.194  -1.25
C -2.895 -1.310 -0.532  0.27
H -2.831 1.023 -2.835  0.52
H -5.286 1.085 -2.292  0.49
H -6.166 -0.495 -0.560  0.47
H -4.556 -2.047 0.563  0.51
H -2.138 -1.930 -0.086  0.38
C 0.434 -3.560 2.582  -1.35
C 0.381 -2.662 1.420  0.70
N 0.386 -1.970 0.514  -0.01
H 0.261 -4.590 2.275  0.40
H -0.312 -3.265 3.319  0.36
H 1.424 -3.492 3.031  0.35

Total energy   -258683.4850 eV
Spin multiplicity   2
Total charge   +2
Highest occupied orbital energy (spin up / spin down)   -12.89 / -12.91 eV

***

Molecular formula: C5H7N3O2
Method: DFT, wB97M-V/def2-TZVPD

Last column: natural (NBO) charge in e.
Cartesian coordinates (Å):
N 2.504 2.115 0.961  -0.82
C 1.515 1.944 -0.096  -0.28
C 0.799 0.637 0.000  0.49
N -0.457 0.395 -0.186  -0.42
C -0.600 -0.962 0.064  -0.08
C 0.629 -1.488 0.329  0.13
O 1.517 -0.480 0.250  -0.38
C -1.877 -1.623 0.198  0.37
N -2.924 -1.747 0.762  -0.37
H 2.985 3.002 0.840  0.37
H 2.054 2.152 1.871  0.36
H 0.741 2.724 -0.079  0.20
H 2.009 1.991 -1.079  0.22
H 0.999 -2.474 0.590  0.23
O -3.153 -2.387 -1.635  -0.99
H -2.971 -1.568 -2.135  0.47
H -3.769 -2.231 -0.654  0.51

Total energy   -13861.0980 eV
SMILES   N#Cc1coc(CN)n1.O
Total charge   0
Highest occupied orbital energy   -9.52 eV

***

Molecular formula: C17H21F17N2O2P
Method: DFT, wB97M-V/def2-TZVPD

Last column: natural (NBO) charge in e.
Cartesian coordinates (Å):
C 3.362 -2.677 1.806  -0.94
P 2.388 -3.466 0.469  0.82
C 2.716 -2.403 -1.001  -0.93
C 0.649 -3.033 0.828  -0.16
C -0.407 -3.920 0.812  -0.02
N -1.542 -3.203 1.088  -0.47
C -1.221 -1.922 1.273  0.24
N 0.093 -1.791 1.133  -0.29
C 0.883 -0.570 1.231  -0.25
C 0.063 0.653 1.603  0.05
F 0.979 1.607 1.968  -0.34
H 2.852 -2.687 2.763  0.24
H 3.618 -1.648 1.564  0.23
H 4.285 -3.232 1.901  0.26
H 3.325 -1.538 -0.764  0.24
H 3.174 -3.018 -1.761  0.26
H 1.776 -2.039 -1.409  0.23
H -0.387 -4.972 0.616  0.27
H -2.472 -3.585 1.132  0.46
H -1.903 -1.125 1.487  0.25
H 1.604 -0.706 2.028  0.24
H 1.426 -0.415 0.308  0.24
H -0.546 0.438 2.479  0.17
H -0.536 1.029 0.782  0.19
C 2.982 4.033 0.853  -0.13
C 4.395 3.434 0.858  0.60
C 5.280 3.676 2.084  0.52
F 5.521 4.986 2.261  -0.31
F 6.459 3.045 1.888  -0.32
F 5.052 3.775 -0.265  -0.30
F 4.209 2.073 0.828  -0.35
O 2.770 5.244 0.162  -0.51
C 2.940 6.465 0.763  0.85
C 4.059 7.279 0.104  0.50
F 5.216 6.592 0.118  -0.32
F 4.224 8.420 0.805  -0.32
F 3.121 6.351 2.090  -0.32
F 1.802 7.161 0.569  -0.32
H 2.391 3.314 0.289  0.22
H 2.557 4.058 1.856  0.21
H 4.808 3.268 2.983  0.14
H 3.790 7.516 -0.927  0.15
C -5.756 -3.864 -2.681  -0.14
C -6.711 -3.290 -1.627  0.60
C -7.383 -1.946 -1.920  0.52
F -6.461 -0.973 -2.080  -0.33
F -8.162 -1.622 -0.868  -0.31
F -6.085 -3.244 -0.424  -0.32
F -7.730 -4.181 -1.527  -0.32
O -4.366 -3.645 -2.486  -0.52
C -3.720 -2.549 -2.979  0.85
C -3.178 -1.672 -1.846  0.51
F -4.151 -1.284 -0.998  -0.32
F -2.597 -0.569 -2.362  -0.32
F -4.464 -1.841 -3.835  -0.30
F -2.630 -2.992 -3.642  -0.32
H -5.862 -4.943 -2.588  0.23
H -6.066 -3.606 -3.693  0.22
H -8.002 -2.014 -2.818  0.15
H -2.430 -2.234 -1.281  0.12

Total energy   -80524.5344 eV
Total charge   +1
Highest occupied orbital energy   -12.48 eV

***

Molecular formula: C5H7NO
Method: DFT, wB97M-V/def2-TZVPD

Last column: natural (NBO) charge in e.
Cartesian coordinates (Å):
N -0.816 1.290 2.412  -0.63
C 0.043 0.794 1.686  0.42
O -1.035 0.072 -1.445  -0.53
C -0.934 -0.940 -0.432  -0.06
C 0.567 -0.667 -0.243  -0.27
C 0.392 0.148 -1.543  -0.05
C 0.936 0.161 0.961  -0.43
H -1.136 2.211 2.109  0.38
H -1.154 -1.937 -0.835  0.17
H -1.590 -0.743 0.424  0.19
H 1.220 -1.542 -0.319  0.22
H 0.763 -0.355 -2.447  0.17
H 0.758 1.181 -1.516  0.18
H 1.986 0.328 1.187  0.25

Total energy   -8833.4609 eV
Total charge   0
Highest occupied orbital energy   -8.93 eV

***

Molecular formula: C7H12N4
Method: DFT, wB97M-V/def2-TZVPD

Last column: natural (NBO) charge in e.
Cartesian coordinates (Å):
C 2.878 -1.161 0.623  -0.07
C 3.484 0.095 0.508  -0.19
C 1.612 -1.293 0.119  -0.19
C 2.695 1.108 0.044  0.09
C 0.870 -0.262 -0.379  0.18
C -2.426 -0.742 0.334  0.37
C -0.411 -0.234 -1.033  -0.26
N 1.448 0.922 -0.370  -0.40
N -3.596 -0.470 0.782  -0.68
N -1.712 0.185 -0.260  -0.17
N -1.983 1.522 -0.300  -0.64
H 3.250 -2.038 1.168  0.28
H 4.559 0.324 0.797  0.30
H 1.065 -2.291 0.225  0.26
H 3.097 2.070 -0.050  0.25
H -2.037 -1.728 0.362  0.24
H -0.389 0.460 -1.899  0.26
H -0.689 -1.252 -1.455  0.26
H -3.893 -1.079 1.539  0.45
H -3.912 0.462 0.796  0.42
H -2.438 1.856 -1.159  0.40
H 1.138 1.737 -0.880  0.45
H -2.608 1.812 0.489  0.38

Total energy   -13396.4770 eV
SMILES   N/C=[N+](\N)Cc1cccc[nH+]1
Total charge   +2
Highest occupied orbital energy   -17.74 eV

***

Molecular formula: C4H8N2O
Method: DFT, wB97M-V/def2-TZVPD

Last column: natural (NBO) charge in e.
Cartesian coordinates (Å):
C 2.041 -0.480 0.436  -0.74
C 1.319 -0.956 -0.803  0.44
O 0.352 -1.690 -0.809  -0.54
C -1.140 -0.106 0.461  0.36
N -0.861 -0.575 1.575  -0.65
C -1.215 0.679 -0.600  -0.23
N -1.900 1.910 -0.437  -0.80
H 1.365 -0.260 1.274  0.27
H 2.685 0.379 0.224  0.22
H 2.690 -1.310 0.739  0.24
H 1.758 -0.621 -1.774  0.11
H -1.435 -1.379 1.837  0.37
H -0.721 0.502 -1.559  0.23
H -2.682 1.987 -1.078  0.36
H -2.254 1.921 0.516  0.36

Total energy   -9302.9890 eV
SMILES   N=C=CN.CC=O
Total charge   0
Highest occupied orbital energy   -8.03 eV